Entry 1:
{"formula": "C4H4N2", "method": "the ωB97M-V functional and the def2-TZVPD basis", "symbols": ["C", "C", "C", "C", "N", "N", "H", "H", "H", "H"], "positions_angstrom": [[0.63749, -0.16156, -1.06859], [1.43841, -0.82290, -1.87589], [-0.00397, -1.56213, -0.90106], [-0.27073, 1.25724, 1.04207], [-0.80538, -0.99789, -0.04438], [-0.38978, 0.33621, -0.12631], [0.17016, -2.55002, -1.06350], [-1.36341, 1.55903, 1.41099], [0.24920, 0.72938, 1.93508], [0.33801, 2.21263, 0.69159]], "nbo_charge": [-0.06, 0.04, 0.02, -0.42, -0.23, -0.26, 0.24, 0.23, 0.21, 0.24], "spin_multiplicity": 1, "total_charge": 0, "lumo_ev": 0.7, "orbital_gap_ev": 10.453, "e_above_lowest_kcal_mol": 173.0}

---

Entry 2:
{"formula": "C4H4N2", "method": "the ωB97M-V functional and the def2-TZVPD basis", "symbols": ["C", "C", "H", "H", "C", "C", "H", "H", "N", "N"], "positions_angstrom": [[-1.33367, -1.01606, 1.16936], [-1.82167, 0.08138, 1.12444], [-0.89924, -1.99061, 1.21680], [-2.25505, 1.05708, 1.09990], [1.82343, -0.39013, -1.16343], [0.90789, -1.16730, -1.19214], [2.62512, 0.31148, -1.12644], [0.09017, -1.84972, -1.22583], [-0.10320, 2.56944, 0.14605], [0.96623, 2.39442, -0.04871]], "nbo_charge": [-0.24, -0.23, 0.24, 0.24, -0.24, -0.24, 0.24, 0.23, 0.00, 0.00], "spin_multiplicity": 1, "total_charge": 0, "smiles": "C#C.C#C.N#N", "lumo_ev": 1.3, "orbital_gap_ev": 11.667, "e_above_lowest_kcal_mol": 78.1}

---

Entry 3:
{"formula": "C4H4N2", "method": "the ωB97M-V functional and the def2-TZVPD basis", "symbols": ["N", "C", "C", "C", "C", "N", "H", "H", "H", "H"], "positions_angstrom": [[-1.20308, 2.68623, -0.41419], [-0.66418, 1.77896, 0.06357], [0.01877, 0.65017, 0.70333], [1.34616, 0.10116, 0.18567], [0.26726, -0.55646, -0.10671], [-0.50588, -1.46283, -0.74190], [-0.32614, 0.50181, 1.73041], [2.41039, 0.26314, 0.06413], [-0.01324, -2.18515, -1.23579], [-1.33006, -1.77703, -0.24854]], "nbo_charge": [-0.34, 0.27, -0.36, -0.26, 0.23, -0.79, 0.21, 0.24, 0.39, 0.40], "spin_multiplicity": 1, "total_charge": 0, "smiles": "N#C[C@@H]1C=C1N", "lumo_ev": 0.7, "orbital_gap_ev": 9.967, "e_above_lowest_kcal_mol": 54.9}

---

Entry 4:
{"formula": "C4H4N2", "method": "the ωB97M-V functional and the def2-TZVPD basis", "symbols": ["N", "C", "C", "C", "C", "N", "H", "H", "H", "H"], "positions_angstrom": [[2.69168, -0.04522, 0.82534], [1.86710, -0.20061, 0.03333], [0.45710, -0.61218, 0.00296], [-0.42098, 0.63456, -0.11175], [-1.82415, 0.26162, -0.27000], [-2.92236, -0.07040, -0.40281], [0.20080, -1.16213, 0.94550], [0.35554, -1.30107, -0.81199], [-0.09077, 1.20997, -0.97877], [-0.31395, 1.28546, 0.76819]], "nbo_charge": [-0.25, 0.23, -0.47, -0.50, 0.27, -0.30, 0.25, 0.25, 0.26, 0.26], "spin_multiplicity": 1, "total_charge": 0, "smiles": "N#CCCC#N", "lumo_ev": 0.0, "orbital_gap_ev": 12.111, "e_above_lowest_kcal_mol": 25.3}

---

Entry 5:
{"formula": "C4H4N2", "method": "the ωB97M-V functional and the def2-TZVPD basis", "symbols": ["C", "C", "N", "N", "C", "C", "H", "H", "H", "H"], "positions_angstrom": [[-0.31325, 0.23203, 1.13158], [-1.03111, 1.09964, 0.46309], [-0.77603, 1.10479, -1.43312], [0.01534, 0.38162, -1.93158], [0.93992, -0.91761, -0.87317], [0.65873, -0.91327, 0.40605], [-0.19251, 0.06784, 2.20976], [-1.75153, 1.91312, 0.49820], [1.48661, -1.38316, -1.68882], [0.96383, -1.58501, 1.21801]], "nbo_charge": [-0.27, -0.11, -0.09, -0.09, -0.11, -0.27, 0.23, 0.24, 0.24, 0.23], "spin_multiplicity": 1, "total_charge": 0, "lumo_ev": 0.8, "orbital_gap_ev": 8.896, "e_above_lowest_kcal_mol": 119.3}

---

Entry 6:
{"formula": "C4H4N2", "method": "the ωB97M-V functional and the def2-TZVPD basis", "symbols": ["N", "C", "C", "C", "C", "N", "H", "H", "H", "H"], "positions_angstrom": [[-0.33571, -1.13999, -0.34822], [-0.48797, 0.53062, 0.60783], [0.65252, -0.20738, 0.17074], [1.97991, 0.00503, 0.12981], [-0.86363, 1.80703, 0.06784], [-1.19218, 2.80514, -0.42281], [-0.68468, -0.98247, -1.28513], [-0.42936, -2.09795, -0.01454], [-1.13171, 0.15270, 1.39883], [2.49279, -0.87274, -0.30435]], "nbo_charge": [-0.69, -0.01, -0.17, -0.30, 0.20, -0.21, 0.40, 0.40, 0.23, 0.14], "spin_multiplicity": 1, "total_charge": 0, "lumo_ev": [-1.9, -1.8], "orbital_gap_ev": [6.173, 6.180], "e_above_lowest_kcal_mol": 141.8}

---

Entry 7:
{"formula": "C4H4N2O", "method": "the ωB97M-V functional and the def2-TZVPD basis", "symbols": ["O", "C", "C", "C", "N", "C", "N", "H", "H", "H", "H"], "positions_angstrom": [[0.20730, 1.42977, 2.32474], [0.19969, 1.14688, 1.17545], [-1.67087, -0.00235, 0.54107], [-0.99783, -0.92169, -0.17030], [0.27832, -0.84434, -0.80227], [1.12074, 0.17981, -0.69690], [1.11633, 1.11326, 0.21219], [-1.13566, 1.05719, 0.76792], [-1.49280, -1.87348, -0.37031], [0.45757, -1.50481, -1.54506], [1.91721, 0.21976, -1.43652]], "nbo_charge": [-0.47, 0.72, -0.22, -0.24, -0.55, 0.35, -0.57, 0.14, 0.22, 0.41, 0.19], "spin_multiplicity": 1, "total_charge": 0, "lumo_ev": [-0.4, -0.4], "orbital_gap_ev": [8.274, 8.273], "e_above_lowest_kcal_mol": 105.0}

---

Entry 8:
{"formula": "C4H4N2O", "method": "the ωB97M-V functional and the def2-TZVPD basis", "symbols": ["N", "C", "C", "O", "N", "C", "C", "H", "H", "H", "H"], "positions_angstrom": [[1.87690, 2.63418, -1.03228], [1.43655, 1.58285, -0.91235], [0.85583, 0.12441, -0.78401], [1.61050, -0.82564, -1.02358], [-0.49769, -0.04906, -0.51660], [-0.94688, 0.11837, 0.89825], [-0.74385, -1.17662, 0.32138], [-0.06612, 0.54282, 1.72817], [-1.91342, 0.57122, 0.98353], [0.10842, -1.92708, 0.48498], [-1.72023, -1.59545, -0.14749]], "nbo_charge": [-0.27, 0.18, 0.62, -0.51, -0.43, -0.23, -0.27, 0.21, 0.23, 0.25, 0.22], "spin_multiplicity": 1, "total_charge": 0, "smiles": "N#CC(=O)N1CC1", "lumo_ev": -0.1, "orbital_gap_ev": 10.905, "e_above_lowest_kcal_mol": 69.8}

---

Entry 9:
{"formula": "C4H4N2O", "method": "the ωB97M-V functional and the def2-TZVPD basis", "symbols": ["C", "C", "C", "N", "C", "N", "O", "H", "H", "H", "H"], "positions_angstrom": [[0.92112, 1.88060, 0.15304], [0.74928, 0.47680, -0.10836], [1.78953, -0.64345, -0.15855], [2.69611, -1.29253, 0.13521], [-0.55463, -0.21904, -0.03863], [-1.69713, 0.35043, -0.24533], [-2.76676, -0.70423, 0.13994], [1.81261, 2.45572, -0.18121], [0.06031, 2.55881, 0.45362], [-0.46656, -1.38776, 0.07245], [-3.69692, -0.36761, 0.22146]], "nbo_charge": [-0.26, -0.17, 0.24, -0.27, 0.01, -0.08, -0.63, 0.22, 0.23, 0.22, 0.49], "spin_multiplicity": 1, "total_charge": 0, "smiles": "C=C(C#N)/C=N/O", "lumo_ev": -1.0, "orbital_gap_ev": 8.881, "e_above_lowest_kcal_mol": 105.4}

---

Entry 10:
{"formula": "C4H4N2O", "method": "the ωB97M-V functional and the def2-TZVPD basis", "symbols": ["O", "C", "C", "C", "N", "C", "N", "H", "H", "H", "H"], "positions_angstrom": [[-1.14490, 1.51552, 1.89328], [-0.45146, 0.93687, 1.08438], [-0.65237, 1.03809, -0.37248], [-0.35673, -0.04222, -1.11494], [0.35466, -1.07818, -0.53617], [0.94820, -0.84702, 0.67705], [0.61733, 0.09862, 1.47475], [-1.10660, 1.93080, -0.78454], [-0.61672, -0.17099, -2.16059], [0.61706, -1.88663, -1.07666], [1.79155, -1.49485, 0.91591]], "nbo_charge": [-0.56, 0.60, -0.35, 0.02, -0.57, 0.29, -0.49, 0.24, 0.22, 0.41, 0.19], "spin_multiplicity": 1, "total_charge": 0, "smiles": "O=c1cc[nH]cn1", "lumo_ev": 0.4, "orbital_gap_ev": 9.772, "e_above_lowest_kcal_mol": 7.2}

---

Entry 11:
{"formula": "C4H4N2O", "method": "the ωB97M-V functional and the def2-TZVPD basis", "symbols": ["O", "C", "N", "C", "C", "C", "N", "H", "H", "H", "H"], "positions_angstrom": [[-1.10434, 2.06005, -1.02220], [-0.59009, 0.92300, -0.50269], [-1.10819, 0.59695, 0.65290], [-0.52796, -0.42384, 1.29540], [0.52382, -1.13005, 0.67622], [0.91798, -0.76365, -0.59044], [0.39279, 0.27884, -1.17040], [-0.49205, 2.27017, -1.83236], [-0.82110, -0.65534, 2.29949], [1.05855, -1.91584, 1.20234], [1.75060, -1.24030, -1.00826]], "nbo_charge": [-0.64, 0.66, -0.47, 0.10, -0.34, 0.09, -0.51, 0.50, 0.20, 0.22, 0.20], "spin_multiplicity": 1, "total_charge": 0, "smiles": "Oc1ncccn1", "lumo_ev": 0.6, "orbital_gap_ev": 10.265, "e_above_lowest_kcal_mol": 2.6}

---

Entry 12:
{"formula": "C4H4N2O", "method": "the ωB97M-V functional and the def2-TZVPD basis", "symbols": ["H", "N", "C", "N", "C", "C", "C", "O", "H", "H", "H"], "positions_angstrom": [[2.03241, -2.34704, 0.38568], [1.40655, -1.58090, 0.15526], [2.04761, -0.52583, -0.12087], [1.30278, 0.58608, -0.57273], [0.16237, 0.72078, -0.15383], [-1.04845, 1.02856, 0.24180], [-2.31517, 0.32279, -0.06939], [-2.50995, -0.86716, -0.02746], [3.13322, -0.38963, -0.15086], [-1.09113, 2.02509, 0.65993], [-3.12025, 1.02726, -0.34752]], "nbo_charge": [0.35, -0.61, 0.25, -0.48, 0.57, -0.55, 0.42, -0.49, 0.17, 0.26, 0.11], "spin_multiplicity": 1, "total_charge": 0, "smiles": "[H]/N=C/N=C=CC=O", "lumo_ev": 0.3, "orbital_gap_ev": 9.873, "e_above_lowest_kcal_mol": 59.6}